(1)
One molecule with the formula C3H5Cl2N at a distorted geometry, computed with ωB97M-V/def2-TZVPD.

```
! wB97M-V def2-TZVPD RIJCOSX def2/J DEFGRID3
* xyz 0 1
H 0.38920 2.98474 0.10742
N 0.63973 2.13538 -0.45722
C 0.33007 1.10420 0.26101
C 0.40694 -0.32558 -0.39324
Cl 2.06207 -0.95523 0.00965
C -0.53652 -1.41586 0.08878
Cl -2.26016 -0.68535 -0.01654
H -0.10216 1.22288 1.26884
H 0.30636 -0.21715 -1.49115
H -0.66613 -2.38266 -0.49294
H -0.56938 -1.46537 1.11539
*
```

Results
SMILES: [H]/N=C/[C@@H](Cl)CCl
DFT total energy in hartree: -1092.41440
Energy relative to the best compared isomer or geometry (same formula, charge and spin) in kcal per mole: 11.6
Frontier orbital gap in eV: 11.25
Max |F| in eV Å⁻¹: 3.3

***

(2)
C9H27HfNaO12P2S as an isolated structure at a distorted geometry, computed with ωB97M-V/def2-TZVPD.

```
! wB97M-V def2-TZVPD RIJCOSX def2/J DEFGRID3
* xyz 3 2
Na -1.16169 -0.26232 3.50237
Hf -3.19434 -0.14727 -0.18312
O -1.32583 -0.32232 1.06549
H -0.48419 0.05745 1.38479
O 2.00605 2.20443 2.42757
S 0.74619 2.87103 2.83380
O -0.47197 2.08163 3.02636
O 0.96151 3.85257 4.13531
C 2.30058 4.27223 4.36940
C 2.32518 5.28132 5.55245
C 0.44357 4.20705 1.58372
H 2.71300 4.72479 3.46763
H 2.98042 3.44787 4.58469
H 2.07103 4.70121 6.43957
H 1.69440 6.16996 5.57613
H 3.36599 5.51682 5.77458
H 0.10828 3.73235 0.66158
H 1.39982 4.71360 1.45291
H -0.33183 4.87887 1.95181
C 0.43346 -3.13479 0.78931
O -0.01697 -3.72216 -0.39839
P -1.61628 -3.76431 -0.65043
O -2.25026 -2.39641 -0.59892
O -1.82846 -4.57394 -2.00820
C -1.60724 -3.84539 -3.26333
O -2.17003 -4.80602 0.45512
C -3.45879 -5.32195 0.40609
H -0.30724 -2.88834 1.55004
H 1.04501 -2.25172 0.60411
H 1.00984 -3.97292 1.18102
H -0.78763 -4.22738 -3.87195
H -1.52588 -2.76239 -3.17067
H -2.58187 -3.97618 -3.73354
H -3.66387 -5.86880 1.32642
H -3.75671 -5.95127 -0.43254
H -4.08779 -4.43175 0.40683
C -0.59604 1.71210 -4.28047
O 0.27039 1.25966 -3.23349
P 0.05766 -0.09760 -2.35985
O -1.22509 -0.17742 -1.62377
O 0.47802 -1.30293 -3.37386
C 1.48944 -1.05764 -4.33969
O 1.36647 -0.17491 -1.38342
C 1.53027 0.65762 -0.24778
H -1.35275 1.01403 -4.63852
H 0.00899 1.91397 -5.16438
H -1.13120 2.59057 -3.91995
H 1.28411 -1.47738 -5.32447
H 2.40162 -1.56371 -4.02361
H 1.70054 -0.00521 -4.52918
H 0.99615 1.59419 -0.40786
H 2.57926 0.84003 -0.01446
H 1.16670 0.18912 0.66678
*
```

Results
DFT total energy in hartree: -2552.28886
Frontier orbital gap (alpha / beta) in eV: 5.04 / 4.97
Max |F| in eV Å⁻¹: 9.2

***

(3)
C40H50AsBrClNO6P2S2Si3Ti as an isolated structure, computed with ωB97M-V/def2-TZVPD.

```
! wB97M-V def2-TZVPD RIJCOSX def2/J DEFGRID3
* xyz -2 1
Ti -0.20930 -1.09503 -1.27556
S 2.08924 -3.45269 -1.78273
P 2.09483 -2.81704 0.18888
C 1.27454 -1.35192 0.37531
P 1.99955 0.00991 1.14802
S 1.14994 1.77998 0.97020
C 3.73805 0.20567 0.57717
C 4.85173 0.25195 1.40789
C 6.11849 0.47117 0.87731
C 6.28174 0.63595 -0.48926
C 5.17159 0.57824 -1.32684
C 3.90769 0.36833 -0.80036
C 2.23167 -0.26870 2.96503
C 1.98017 -1.49537 3.55991
C 2.13720 -1.68053 4.92955
C 2.55907 -0.62741 5.72480
C 2.80647 0.61215 5.14312
C 2.63364 0.79121 3.77991
C 3.83570 -3.07647 0.69202
C 4.83970 -2.80783 -0.23790
C 6.17016 -3.03086 0.08065
C 6.51617 -3.50625 1.33727
C 5.52354 -3.77651 2.26920
C 4.19028 -3.57471 1.94300
C 1.25732 -4.20586 1.06337
C 1.61554 -5.52764 0.80161
C 0.98215 -6.56968 1.45727
C -0.02486 -6.30334 2.38016
C -0.38608 -4.99263 2.64530
C 0.25856 -3.94970 1.98889
H 4.74130 0.10801 2.47595
H 6.97928 0.49648 1.53648
H 7.26970 0.80362 -0.90389
H 5.28657 0.69949 -2.39750
H 3.04673 0.30988 -1.45939
H 1.62406 -2.31272 2.95004
H 1.91906 -2.64717 5.36972
H 2.68250 -0.76337 6.79320
H 3.12176 1.44646 5.75930
H 2.78430 1.76198 3.32310
H 4.57094 -2.41176 -1.20941
H 6.93737 -2.80681 -0.64979
H 7.55784 -3.66319 1.59220
H 5.78443 -4.15079 3.25201
H 3.42349 -3.81484 2.66808
H 2.37655 -5.73001 0.05718
H 1.26145 -7.59384 1.23960
H -0.52781 -7.12006 2.88501
H -1.17228 -4.77366 3.35759
H 0.00835 -2.91840 2.19396
O 1.28758 0.48905 -5.01044
Cl 1.07114 -0.78027 -4.17200
O 1.19757 -0.42880 -2.62315
O -0.95157 0.34225 -1.11934
O 0.55566 -3.06712 -1.98702
Br -1.53978 -0.35918 2.26566
C -2.29583 -1.83672 1.37295
C -3.26361 -2.58924 2.02536
C -3.85926 -3.62718 1.32978
C -3.52547 -3.82868 0.00187
C -2.57611 -3.00027 -0.56895
N -1.91936 -2.06485 0.12661
C -2.35470 -2.96794 -2.07993
O -2.93809 -3.79553 -2.76713
O -1.65990 -1.96921 -2.44682
H -3.53312 -2.34616 3.04270
H -4.60805 -4.24352 1.81354
H -3.99522 -4.57085 -0.62706
C -3.42910 5.71724 1.08903
Si -2.86445 5.36455 -0.67914
C -1.25282 6.32017 -0.88772
C -4.16421 6.13720 -1.81197
As -2.36461 3.08118 -0.80681
Si -4.51021 2.20779 -1.14024
C -5.44016 2.75542 -2.68658
C -5.62343 2.70799 0.30508
C -4.34700 0.34573 -1.12281
Si -1.39643 2.84615 -2.97942
C -1.91704 1.31713 -3.92293
C -1.89921 4.28268 -4.11191
C 0.43652 2.91134 -2.67855
H -3.56423 6.79297 1.24277
H -2.67551 5.36002 1.79428
H -4.36879 5.21713 1.32858
H -1.40018 7.38459 -0.67912
H -0.83430 6.22306 -1.89061
H -0.51099 5.93144 -0.18605
H -4.23547 7.21454 -1.63095
H -5.14695 5.69775 -1.62200
H -3.92360 5.97877 -2.86354
H -5.59609 3.83719 -2.68932
H -6.41993 2.26811 -2.72490
H -4.89853 2.48993 -3.59155
H -5.86236 3.77397 0.27709
H -5.14645 2.49112 1.26332
H -6.56485 2.15146 0.25729
H -3.74382 -0.01368 -1.95969
H -5.32690 -0.14216 -1.15097
H -3.82162 0.04223 -0.21428
H -2.87188 1.44672 -4.43240
H -1.95941 0.43327 -3.28910
H -1.14229 1.14599 -4.67865
H -2.97384 4.25842 -4.31126
H -1.37875 4.15574 -5.06709
H -1.64460 5.26889 -3.71963
H 0.70448 2.14082 -1.95395
H 0.73733 3.88214 -2.27331
H 0.97970 2.70560 -3.60425
*
```

Results
DFT total energy in hartree: -10527.67073
Energy relative to the best compared isomer or geometry (same formula, charge and spin) in kcal per mole: 31.3
Frontier orbital gap in eV: 6.30
Max |F| in eV Å⁻¹: 0.3

***

(4)
C4H9N2 as an isolated structure at a distorted geometry, computed with ωB97M-V/def2-TZVPD.

```
! wB97M-V def2-TZVPD RIJCOSX def2/J DEFGRID3
* xyz 1 3
C -0.78377 -0.38649 1.05203
C -0.47844 1.13346 1.11425
C 1.37683 0.38011 -0.10938
C 0.05200 -0.28171 -0.26285
N 0.15724 1.17199 -0.24878
N -0.27873 -0.98354 -1.50533
H -0.32249 -0.84145 1.95042
H -1.81411 -0.68067 1.09658
H -1.18831 1.93545 1.38243
H 0.38941 1.23273 1.72176
H 2.14448 0.19185 0.60448
H 1.83944 0.59035 -1.12485
H -1.31108 -1.11867 -1.63890
H 0.15690 -1.89642 -1.67730
H 0.06064 -0.44698 -2.35457
*
```

Results
DFT total energy in hartree: -266.72375
Energy relative to the best compared isomer or geometry (same formula, charge and spin) in kcal per mole: 127.7
Frontier orbital gap (alpha / beta) in eV: 4.82 / 8.31
Max |F| in eV Å⁻¹: 4.7

***

(5)
One molecule with the formula C4H4O, computed with ωB97M-V/def2-TZVPD.

```
! wB97M-V def2-TZVPD RIJCOSX def2/J DEFGRID3
* xyz 0 1
C -1.23826 -0.23016 1.79288
C -0.96715 0.16696 0.68783
C -0.39077 0.45733 -0.62723
C 0.99497 -0.12868 -0.77007
O -0.95269 1.09678 -1.48648
H -1.46470 -0.59099 2.77160
H 1.07699 -1.04910 -0.18675
H 1.71667 0.58812 -0.36116
H 1.22496 -0.31025 -1.82062
*
```

Results
SMILES: C#CC(C)=O
DFT total energy in hartree: -229.97689
Energy relative to the best compared isomer or geometry (same formula, charge and spin) in kcal per mole: 32.0
Frontier orbital gap in eV: 10.74
Max |F| in eV Å⁻¹: 0.6

***

(6)
A 2-piece molecular cluster, C3H6N2O2 overall at a distorted geometry, computed with ωB97M-V/def2-TZVPD.

```
! wB97M-V def2-TZVPD RIJCOSX def2/J DEFGRID3
* xyz 0 1
C 1.08605 0.10358 0.52956
C -0.11621 -0.17159 -0.25574
N -1.14847 0.38412 -0.74027
C -0.92720 -1.02804 -1.06898
H 0.78364 1.08535 1.00191
H 1.83434 0.53382 -0.11701
H 1.43553 -0.73863 1.03292
H -0.43319 -1.34159 -1.99176
H -1.48555 -1.88991 -0.65422
O -0.51224 2.38141 2.15909
N -1.22948 3.20655 1.83678
O -1.90609 2.98554 0.70949
H -1.67461 2.21729 0.11165
*
```

Results
SMILES: CC1=NC1.O=NO
DFT total energy in hartree: -377.71876
Energy relative to the best compared isomer or geometry (same formula, charge and spin) in kcal per mole: 151.0
Frontier orbital gap in eV: 10.89
Max |F| in eV Å⁻¹: 4.2